Entry 1:
Molecular formula: C29H73Cl2N6O18P3
Method: DFT, wB97M-V/def2-TZVPD

CARTESIAN COORDINATES (ANGSTROEM)
C: -1.0873 -3.6075 -1.4037
C: -2.4009 -4.1173 -0.9147
O: -2.4841 -5.2100 -0.3935
N: -3.4717 -3.3000 -1.0587
C: -4.7867 -3.5778 -0.5758
H: -0.4589 -3.3372 -0.5611
H: -1.2383 -2.6879 -1.9908
H: -0.5647 -4.2976 -2.0536
H: -3.3174 -2.4434 -1.5587
H: -5.0100 -4.6388 -0.5453
H: -5.5387 -3.0432 -1.1480
H: -4.8921 -3.2234 0.4581
C: 1.6608 -6.7038 -0.9433
C: 1.9683 -6.2833 0.4729
O: 2.1289 -7.1354 1.3440
N: 2.0626 -4.9470 0.6920
C: 2.3973 -4.3635 1.9777
H: 1.8869 -5.9236 -1.6781
H: 0.5938 -6.9075 -1.0590
H: 2.2381 -7.5978 -1.1490
H: 1.9434 -4.2901 -0.0749
H: 2.4841 -5.1038 2.7605
H: 1.7183 -3.5450 2.2067
H: 3.3943 -3.9000 1.8715
C: 2.3864 -2.5973 -3.7977
C: 2.8233 -2.4792 -2.3672
O: 2.2290 -3.0621 -1.5042
N: 3.7936 -1.6035 -2.1007
C: 4.3528 -1.4037 -0.8033
H: 1.3006 -2.4642 -3.8007
H: 2.6041 -3.5931 -4.1669
H: 2.7293 -1.7836 -4.4385
H: 4.0269 -0.9867 -2.8560
H: 3.6123 -1.7162 -0.0695
H: 4.5300 -0.3357 -0.6721
H: 5.2896 -1.9370 -0.6567
C: -2.7180 -3.9037 2.8545
C: -2.1341 -5.2440 3.2534
O: -2.1441 -5.6246 4.4410
N: -1.6536 -5.9755 2.2173
C: -1.0714 -7.2828 2.3374
H: -3.8002 -3.9419 2.9693
H: -2.4673 -3.5977 1.8407
H: -2.3253 -3.1485 3.5361
H: -1.8074 -5.6341 1.2630
H: -1.7636 -8.0475 2.6935
H: -0.2299 -7.2390 3.0264
H: -0.7096 -7.5565 1.3528
C: 4.8578 -0.0735 3.2426
C: 4.8217 1.4182 3.4360
O: 4.1713 1.9175 4.3466
N: 5.5902 2.1497 2.5906
C: 5.6843 3.6037 2.6820
H: 3.8919 -0.5188 3.4689
H: 5.5617 -0.4743 3.9764
H: 5.1649 -0.4006 2.2492
H: 6.1789 1.7484 1.8901
H: 6.4412 3.9248 3.3985
H: 4.7386 4.0254 3.0209
H: 5.8574 4.0107 1.6889
C: 1.7532 4.0806 3.8510
C: 0.6644 3.0232 3.8409
O: -0.3852 3.2043 3.2261
N: 0.9071 1.9122 4.5449
C: -0.0929 0.8947 4.7716
H: 2.5459 3.8634 4.5574
H: 1.2929 5.0495 4.0099
H: 2.1306 4.0713 2.8220
H: 1.7774 1.8665 5.0479
H: -0.0503 0.4785 5.7706
H: 0.2139 0.1127 4.0649
H: -1.1031 1.1449 4.4785
C: -3.4359 2.7566 3.3812
O: -4.6410 2.4809 2.6568
P: -5.2754 1.0487 2.6249
O: -6.4540 0.9526 1.7804
O: -4.1103 0.0657 2.2763
C: -3.4884 0.1946 0.9724
O: -5.4378 0.6527 4.1433
C: -6.3597 1.3960 4.8899
H: -3.5415 3.7521 3.8174
H: -2.6039 2.8534 2.6830
H: -3.2440 2.0110 4.1455
H: -2.9029 1.1121 0.8548
H: -4.2290 0.1973 0.1657
H: -2.8327 -0.6646 0.8717
H: -7.0416 1.9634 4.2545
H: -5.8160 2.0819 5.5470
H: -6.9768 0.7903 5.5541
C: -1.7726 3.7525 -4.4903
O: -2.3084 4.7124 -3.5487
P: -2.4173 4.2817 -2.0362
O: -2.7498 2.8719 -1.8150
O: -3.4395 5.3317 -1.4874
C: -4.8214 4.9995 -1.3929
O: -1.0449 4.7593 -1.4540
C: -0.5190 4.2610 -0.2117
H: -0.8452 4.1546 -4.9049
H: -2.5051 3.6239 -5.2799
H: -1.5209 2.7964 -4.0354
H: -5.4288 5.8178 -1.7778
H: -5.0765 4.8554 -0.3530
H: -5.0686 4.0962 -1.9483
H: -0.7494 3.2053 -0.0563
H: -0.8353 4.8708 0.6273
H: 0.5686 4.2780 -0.2989
C: 2.7042 2.6080 -8.5561
O: 2.7322 2.7104 -7.1272
P: 1.4058 2.7809 -6.2700
O: 0.5355 1.6255 -6.2788
O: 0.6985 4.0985 -6.7247
C: 1.3703 5.3718 -6.6765
O: 2.0441 3.1823 -4.8834
C: 2.4299 2.1179 -3.9783
H: 3.5128 3.2381 -8.9344
H: 1.7967 3.0315 -8.9896
H: 2.8815 1.5766 -8.8385
H: 2.4451 5.2523 -6.5352
H: 0.9464 5.9647 -5.8717
H: 1.2134 5.8669 -7.6330
H: 2.1953 2.4643 -2.9716
H: 3.5205 2.0093 -4.0413
H: 1.9780 1.1378 -4.1246
Cl: -0.3714 -1.6881 1.8288
C: 0.3853 -0.7658 0.5284
C: 1.0376 0.4821 1.0267
Cl: 1.7477 1.3279 -0.3917
H: -0.3366 -0.4742 -0.2290
H: 1.1481 -1.4043 0.0873
H: 1.8664 0.3155 1.7105
H: 0.3452 1.1671 1.5150

Atoms 1-2, force components in eV/Å:
-0.1 1.4 -0.7
-0.3 0.1 -0.2

As for the total charge: 0. The frontier orbital gap is 8.242 eV. Its SMILES is COP(=O)(OC)OC.COP(=O)(OC)OC.COP(=O)(OC)OC.CNC(C)=O.CNC(C)=O.CNC(C)=O.CNC(C)=O.CNC(C)=O.CNC(C)=O.ClCCCl. The calculation puts the LUMO energy at -0.175 eV.

=====

Entry 2:
Molecular formula: C29H75BNO17P4S
Method: DFT, wB97M-V/def2-TZVPD

CARTESIAN COORDINATES (ANGSTROEM)
C: -0.7594 -0.6300 7.7424
B: -2.1638 -1.4264 8.0532
O: -3.4090 -0.5912 8.0884
S: -2.3727 -3.2688 8.3477
C: -1.4961 -4.2980 7.0380
C: -0.6444 -5.5743 7.7004
C: 0.2788 -6.1581 6.4378
C: 1.6124 -5.1872 6.2461
N: 1.5278 -4.3525 4.9781
H: -1.0340 0.2467 6.9812
H: -0.3062 -0.0733 8.6953
H: 0.0835 -1.2742 7.2494
H: -3.7705 -0.6940 7.1459
H: -3.7633 -3.5069 8.1004
H: -2.2214 -4.7412 6.2273
H: -0.7392 -3.5837 6.4934
H: -1.4041 -6.3893 8.1022
H: -0.0032 -5.1525 8.5840
H: 0.5333 -7.2958 6.5402
H: -0.4049 -5.9989 5.4741
H: 1.7168 -4.4591 7.1618
H: 2.5399 -5.9228 6.2679
H: 2.4933 -3.9812 4.7268
H: 0.9497 -3.4841 5.1147
O: -4.2053 0.3786 4.5076
P: -5.4796 0.3356 3.6291
O: -5.2164 -1.2129 3.1036
C: -5.5982 -2.2567 3.9832
C: -7.1069 -2.3614 4.1121
O: -4.7436 1.1681 2.3869
C: -3.6048 1.9870 2.6007
C: -2.3263 1.1961 2.3674
O: -6.9033 0.2875 2.6475
C: -6.9312 0.5973 1.2589
C: -6.1701 -0.3829 0.3814
H: -5.1328 -2.1059 4.9646
H: -5.2022 -3.1929 3.5712
H: -7.5206 -1.4734 4.5998
H: -7.3882 -3.2361 4.7051
H: -7.5770 -2.4370 3.1244
H: -3.6277 2.4476 3.5942
H: -3.6506 2.8093 1.8785
H: -2.3130 0.2582 2.9305
H: -1.4508 1.7864 2.6517
H: -2.2374 0.9243 1.3118
H: -6.6088 1.6320 1.0937
H: -7.9858 0.5686 0.9628
H: -5.1006 -0.4085 0.6115
H: -6.2730 -0.1068 -0.6714
H: -6.5497 -1.3991 0.5195
O: -2.9136 -2.4622 -2.9642
P: -3.6000 -1.3832 -3.8371
O: -2.4090 -1.3780 -4.9881
C: -2.4546 -2.4132 -5.9553
C: -3.6269 -2.2462 -6.9047
O: -3.0455 -0.1417 -2.8733
C: -2.6509 -0.3528 -1.5269
C: -1.1560 -0.6236 -1.4442
O: -4.3668 -0.1777 -4.8125
C: -4.0900 1.2158 -4.7307
C: -2.6887 1.6047 -5.1722
H: -2.4937 -3.3886 -5.4556
H: -1.5172 -2.3715 -6.5233
H: -4.5780 -2.3685 -6.3774
H: -3.5870 -2.9867 -7.7083
H: -3.6287 -1.2429 -7.3471
H: -3.2394 -1.1505 -1.0609
H: -2.8773 0.5629 -0.9701
H: -0.8418 -1.4157 -2.1304
H: -0.8719 -0.9093 -0.4277
H: -0.5939 0.2711 -1.7265
H: -4.3233 1.5915 -3.7276
H: -4.8046 1.7068 -5.4006
H: -1.9120 1.1572 -4.5446
H: -2.5646 2.6898 -5.1248
H: -2.5009 1.2716 -6.1968
O: 3.4498 0.8091 -3.9363
P: 3.8564 -0.2378 -2.8705
O: 5.1616 -0.7887 -3.7286
C: 6.3473 -0.0164 -3.6487
C: 6.9838 -0.1014 -2.2735
O: 2.7114 -1.3294 -3.3954
C: 1.5689 -0.9252 -4.1331
C: 1.8388 -1.0141 -5.6278
O: 4.3108 -1.4076 -1.6796
C: 3.9072 -2.7720 -1.7004
C: 4.4767 -3.5779 -2.8563
H: 6.1320 1.0255 -3.9147
H: 7.0451 -0.4100 -4.3978
H: 6.3439 0.3627 -1.5167
H: 7.9510 0.4086 -2.2587
H: 7.1300 -1.1468 -1.9769
H: 1.2363 0.0747 -3.8342
H: 0.7533 -1.6105 -3.8782
H: 2.7594 -0.4957 -5.9121
H: 1.0078 -0.5864 -6.1954
H: 1.9667 -2.0581 -5.9272
H: 2.8147 -2.8461 -1.6474
H: 4.2760 -3.2116 -0.7670
H: 4.1475 -3.2038 -3.8305
H: 4.1609 -4.6218 -2.7815
H: 5.5696 -3.5377 -2.8528
O: 4.3335 3.5030 -0.1534
P: 3.6472 4.5819 -1.0263
O: 4.8382 4.5871 -2.1773
C: 4.7926 3.5520 -3.1445
C: 3.6202 3.7190 -4.0939
O: 4.2016 5.8235 -0.0625
C: 4.5963 5.6123 1.2839
C: 6.0911 5.3416 1.3666
O: 2.8803 5.7875 -2.0017
C: 3.1571 7.1809 -1.9199
C: 4.5585 7.5699 -2.3615
H: 4.7534 2.5766 -2.6448
H: 5.7299 3.5937 -3.7125
H: 2.6691 3.5966 -3.5667
H: 3.6602 2.9785 -4.8975
H: 3.6184 4.7222 -4.5363
H: 4.0077 4.8146 1.7499
H: 4.3698 6.5280 1.8406
H: 6.4053 4.5495 0.6804
H: 6.3753 5.0559 2.3831
H: 6.6533 6.2362 1.0843
H: 2.9238 7.5567 -0.9168
H: 2.4425 7.6720 -2.5898
H: 5.3351 7.1223 -1.7338
H: 4.6826 8.6550 -2.3140
H: 4.7462 7.2367 -3.3860

Atoms 1-2, force components in eV/Å:
0.4 0.4 -0.3
-1.4 4.6 -0.9

As for the total charge: +1. The frontier orbital gap is 6.270 eV. The calculation puts the LUMO energy at -4.392 eV.

=====

Entry 3:
Molecular formula: C29H75N7O10
Method: DFT, wB97M-V/def2-TZVPD

CARTESIAN COORDINATES (ANGSTROEM)
C: -4.3462 -16.1636 13.1124
O: -4.5242 -15.8967 11.9199
N: -3.7974 -17.3459 13.5209
N: -4.7500 -15.3688 14.1292
H: -3.3811 -17.9296 12.8146
H: -3.4833 -17.4906 14.4651
H: -5.3676 -14.5986 13.9149
H: -4.4353 -15.5633 15.0635
C: -7.2476 -19.4668 13.4714
O: -6.6896 -19.4756 12.3712
N: -8.3608 -20.2130 13.7155
N: -6.8772 -18.6111 14.4886
H: -8.5548 -20.8604 12.9678
H: -8.7738 -20.3152 14.6185
H: -7.1840 -18.9324 15.3896
H: -5.9252 -18.2782 14.3762
C: -0.9671 -19.4245 14.8053
C: 0.5811 -19.5058 14.6591
C: 0.9311 -20.7223 15.5130
C: 2.3841 -21.1241 15.3430
C: 2.7026 -21.4368 13.8764
C: 2.2638 -20.3528 12.8645
N: 0.9600 -19.8249 13.2867
O: 0.4436 -18.8912 12.3675
C: 3.2585 -19.1596 12.7902
C: 2.0639 -21.0542 11.5161
C: 1.1248 -18.1698 15.1931
H: -1.1575 -19.1661 15.8466
H: -1.5330 -20.3221 14.5470
H: -1.3904 -18.6545 14.1529
H: 0.7911 -20.5730 16.5849
H: 0.3423 -21.5470 15.1049
H: 2.7035 -21.9186 16.0212
H: 3.0454 -20.3065 15.6628
H: 2.2516 -22.3895 13.6005
H: 3.7920 -21.4877 13.8004
H: 2.8186 -18.2818 12.3220
H: 3.4959 -18.9661 13.8355
H: 4.1475 -19.4063 12.2067
H: 1.8723 -20.3341 10.7175
H: 3.0303 -21.4934 11.2544
H: 1.2454 -21.7690 11.5264
H: 2.2014 -18.2253 15.3852
H: 0.6442 -17.7676 16.0818
H: 1.1066 -17.4519 14.3688
H: -0.4981 -19.0983 12.2890
C: -7.7972 -14.6581 16.4143
C: -7.2306 -13.9259 17.6757
C: -8.2639 -12.8544 18.0330
C: -8.1670 -12.2662 19.4407
C: -8.3342 -13.3963 20.4335
C: -7.2336 -14.4579 20.2014
N: -7.3833 -14.8825 18.8190
O: -6.7467 -16.1253 18.5663
C: -5.8493 -13.9416 20.6322
C: -7.6479 -15.6422 21.0987
C: -5.8364 -13.3738 17.3626
H: -7.8070 -13.8957 15.6406
H: -8.7768 -15.0470 16.6861
H: -7.1601 -15.5190 16.2127
H: -7.9744 -12.0023 17.3980
H: -9.3130 -13.0945 17.8752
H: -8.9787 -11.5603 19.6331
H: -7.2300 -11.7524 19.6630
H: -9.3434 -13.8140 20.4623
H: -8.2161 -13.0872 21.4813
H: -5.7601 -12.8611 20.7587
H: -5.5907 -14.3514 21.6095
H: -5.0843 -14.2436 19.9158
H: -7.0094 -16.5264 21.0443
H: -7.7673 -15.3837 22.1518
H: -8.6254 -16.0375 20.8018
H: -5.8710 -13.1128 16.3074
H: -5.1014 -14.1809 17.4649
H: -5.4886 -12.6542 18.1020
H: -7.4335 -16.7285 18.2640
C: 0.4099 -15.0340 12.4681
C: -0.1772 -13.8264 13.1840
C: 0.9830 -12.9135 13.6312
C: 0.5506 -11.4523 13.8710
C: -0.2086 -10.9734 12.6402
C: -1.4855 -11.7826 12.3292
N: -1.0345 -13.1761 12.1741
O: -2.0594 -14.0052 11.6726
C: -2.5745 -11.5170 13.3715
C: -1.8976 -11.2804 10.9404
C: -0.9943 -14.3269 14.4239
H: -0.3836 -15.6904 12.1031
H: 1.0858 -15.5945 13.1136
H: 0.8791 -14.7370 11.5275
H: 1.4708 -13.2196 14.5584
H: 1.7495 -12.9534 12.8536
H: 1.4738 -10.9179 14.0990
H: -0.0928 -11.4022 14.7534
H: 0.5004 -10.9274 11.8135
H: -0.6233 -9.9673 12.7734
H: -2.1488 -11.2103 14.3296
H: -3.2477 -10.7489 12.9970
H: -3.1184 -12.4294 13.6251
H: -2.8064 -11.7661 10.5793
H: -1.9756 -10.1934 10.8885
H: -1.1440 -11.5436 10.1944
H: -1.2712 -15.3717 14.2454
H: -1.8859 -13.7362 14.6136
H: -0.3473 -14.4138 15.2984
H: -2.5947 -14.1684 12.4705
O: -4.4243 -16.8396 16.7057
H: -5.0567 -16.2818 17.1865
H: -4.1293 -17.4886 17.3544
O: -6.8957 -17.0304 10.8766
H: -6.1288 -16.5417 11.2361
H: -6.9350 -17.8624 11.3799
O: -6.6512 -13.4481 12.9681
H: -6.4203 -12.9306 12.1852
H: -7.4906 -13.8669 12.7431
O: -2.0584 -18.5352 11.0280
H: -1.6277 -18.1686 10.2474
H: -2.9851 -18.6341 10.7698
O: -5.0316 -13.8000 10.0911
H: -4.3307 -13.7253 9.4368
H: -4.7078 -14.4683 10.7244

Atoms 1-2, force components in eV/Å:
-0.3 -0.1 0.2
0.2 -0.2 0.4

As for the total charge: 0. The frontier orbital gap is 7.717 eV. Its SMILES is CC1(C)CCCC(C)(C)N1O.CC1(C)CCCC(C)(C)N1O.CC1(C)CCCC(C)(C)N1O.NC(N)=O.NC(N)=O.O.O.O.O.O. The calculation puts the LUMO energy at -0.098 eV. The value obtained for the energy above the lowest of the compared OMol25 structures with the same formula, charge and spin is 0.0 kcal per mole.

=====

Number 1: highest occupied orbital energy -8.4 eV. Number 2: highest occupied orbital energy -10.7 eV. Number 3: highest occupied orbital energy -7.8 eV.